Record 1
Below is a molecular structure, C28H55Br2F4FeN4SSi2Te, with properties calculated with ωB97M-V with the def2-TZVPD basis set.

Last column: Mulliken charge in e.
Positions of all 98 atoms, in Å:
Fe  -0.72  -1.43  -0.76  0.3099
C  -3.00  -1.33  -2.79  -1.3495
N  -1.90  -2.28  -2.59  1.2156
C  -1.05  -2.35  -3.78  -1.4391
C  -2.39  -3.62  -2.20  -1.0366
C  -1.74  -4.04  -0.87  -0.8974
N  -1.73  -2.87  -0.03  0.8049
C  -2.79  -2.66  0.79  0.0414
C  -3.35  -1.38  0.94  0.3053
F  -2.84  -0.37  0.17  -0.4676
C  -4.44  -1.10  1.75  0.0430
F  -4.90  0.16  1.80  -0.3630
C  -5.03  -2.09  2.51  -0.5050
C  -4.48  -3.36  2.42  0.2577
F  -5.00  -4.34  3.16  -0.3338
C  -3.42  -3.65  1.59  0.3006
F  -2.95  -4.91  1.59  -0.4072
H  -3.60  -1.60  -3.67  0.3472
H  -3.64  -1.31  -1.92  0.3372
H  -2.59  -0.33  -2.94  0.2718
H  -0.24  -3.05  -3.62  0.5106
H  -0.63  -1.36  -3.98  0.1278
H  -1.63  -2.66  -4.66  0.3705
H  -3.47  -3.60  -2.06  0.3397
H  -2.16  -4.36  -2.98  0.4641
H  -2.28  -4.88  -0.44  0.5305
H  -0.72  -4.37  -1.06  0.2032
H  -5.89  -1.89  3.14  0.5375
Br  1.49  -3.02  -1.41  0.2452
C  2.06  -3.64  0.24  -0.9540
Br  0.51  -0.78  1.28  -0.3289
H  3.08  -3.97  0.31  0.3911
H  1.30  -3.94  0.93  0.3798
C  5.44  -1.43  -4.66  -1.3013
C  4.00  -1.85  -4.38  -0.6065
C  3.11  -0.72  -3.88  0.4539
C  3.53  -0.17  -2.51  -1.1527
N  2.38  0.29  -1.72  0.0474
C  1.36  1.02  -2.21  0.4406
S  -0.26  0.60  -1.88  -0.7000
N  1.58  2.10  -2.94  0.2880
C  2.85  2.79  -3.09  -0.5772
C  2.64  4.21  -3.62  -1.0847
C  2.43  4.30  -5.13  -0.3053
C  1.15  3.62  -5.63  -1.0498
H  6.02  -2.29  -5.00  0.4141
H  5.93  -1.05  -3.76  0.3143
H  5.49  -0.67  -5.43  0.3164
H  3.99  -2.66  -3.65  0.2118
H  3.57  -2.24  -5.31  0.4198
H  2.09  -1.11  -3.80  -0.1993
H  3.09  0.09  -4.63  0.2815
H  4.25  0.64  -2.63  0.2587
H  4.00  -0.96  -1.93  0.5287
H  2.06  -0.38  -1.03  -0.0909
H  0.76  2.59  -3.26  0.2571
H  3.50  2.25  -3.79  0.2678
H  3.34  2.82  -2.12  0.4081
H  3.53  4.80  -3.36  0.3618
H  1.79  4.67  -3.10  0.3807
H  3.29  3.85  -5.63  0.3027
H  2.40  5.35  -5.41  0.3531
H  1.20  2.54  -5.54  0.1762
H  0.99  3.85  -6.68  0.3751
H  0.28  3.99  -5.08  0.2740
C  -0.99  -1.76  7.26  -1.0641
Si  -0.53  -1.27  5.50  0.1198
C  1.21  -0.55  5.36  -0.8835
C  -0.75  -2.76  4.35  -0.4441
C  -1.76  0.11  4.99  -0.9804
Te  -1.41  0.93  3.06  0.1271
C  0.05  2.37  3.62  -0.6675
Si  -0.73  4.05  3.12  0.0759
C  -2.41  4.19  3.99  -1.0348
C  0.44  5.45  3.59  -1.0326
C  -1.03  3.96  1.25  -0.8478
H  -0.28  -2.49  7.65  0.3293
H  -1.98  -2.22  7.30  0.3221
H  -0.99  -0.91  7.94  0.3175
H  1.96  -1.26  5.72  0.3694
H  1.32  0.36  5.96  0.3115
H  1.45  -0.31  4.32  0.2646
H  0.03  -3.49  4.55  0.4493
H  -0.68  -2.48  3.30  -0.1228
H  -1.71  -3.25  4.51  0.2769
H  -1.73  0.94  5.69  0.4736
H  -2.78  -0.29  4.97  0.6270
H  0.98  2.19  3.08  0.4790
H  0.23  2.30  4.69  0.3745
H  -2.35  3.88  5.04  0.3525
H  -3.16  3.57  3.50  0.3585
H  -2.77  5.22  3.98  0.3541
H  0.65  5.45  4.66  0.3225
H  -0.02  6.41  3.34  0.3282
H  1.38  5.38  3.05  0.3205
H  -1.50  3.02  0.97  0.1970
H  -0.10  4.04  0.69  0.2108
H  -1.69  4.77  0.92  0.3994

Output
maximum force	0.98	eV/A
DFT total energy	-9375.1064	a.u.
spin multiplicity	5
net charge	+1
relative energy (zero: lowest compared OMol25 entry of this formula, charge and spin)	2.708	eV


Record 2
Below is C2H3N5S in the gas phase in a non-equilibrium geometry, with properties calculated with ωB97M-V with the def2-TZVPD basis set.

Last column: Mulliken charge in e.
Positions of all 11 atoms, in Å:
H  -2.64  -1.98  0.18  0.2629
N  -2.55  -0.89  -0.36  -0.5285
C  -1.37  -0.36  -0.15  0.3196
N  -1.41  1.10  -0.58  -0.0702
N  -0.37  1.65  -0.06  -0.1804
N  0.61  0.60  0.54  0.1394
C  1.87  0.79  -0.06  -0.0854
S  2.87  -0.47  -0.37  -0.2900
N  -0.05  -0.58  0.43  -0.2704
H  2.43  1.65  -0.06  0.3761
H  0.61  -1.50  0.48  0.3268

Output
maximum force	5.98	eV/A
SMILES string	[H]/N=c1/nnn(C=S)[nH]1
DFT total energy	-749.7964	a.u.
relative energy (zero: lowest compared OMol25 entry of this formula, charge and spin)	3.623	eV


Record 3
Below is a molecular structure, C7H11N2 in a non-equilibrium geometry, with properties calculated with ωB97M-V with the def2-TZVPD basis set.

Last column: Mulliken charge in e.
Positions of all 20 atoms, in Å:
C  -1.61  0.42  -0.70  0.0103
C  -0.79  1.62  -0.39  -0.4751
C  1.81  -0.27  -0.61  -0.8361
C  0.66  -1.25  -0.47  -0.5781
C  -1.82  -1.13  0.52  -0.5717
C  1.51  0.74  0.53  -0.6070
C  -0.50  -0.49  0.01  0.5320
N  -2.68  -0.08  -0.13  -0.4563
N  0.00  0.81  0.58  0.1706
H  -0.22  1.93  -1.31  0.2653
H  -1.48  2.39  0.04  0.3712
H  2.70  -0.73  -0.57  0.5369
H  1.60  0.03  -1.62  0.2734
H  0.34  -1.83  -1.42  0.4078
H  0.81  -1.98  0.41  0.3188
H  -1.83  -2.16  0.09  0.3466
H  -2.26  -0.97  1.58  0.2775
H  1.91  0.29  1.55  0.3232
H  2.09  1.68  0.42  0.3458
H  -0.23  1.01  1.49  0.3449

Output
maximum force	5.29	eV/A
DFT total energy	-382.3114	a.u.
spin multiplicity	3
net charge	+1
relative energy (zero: lowest compared OMol25 entry of this formula, charge and spin)	3.902	eV